Density functional theory data (ωB97M-V/def2-TZVPD) for C2H2N2O3S in the gas phase.

Computed properties:
- energy above the lowest of the compared OMol25 structures with the same formula, charge and spin (kJ/mol) = 197.4
- maximum force (eV Å⁻¹) = 2.13
- energy (eV) = -22062.3537
- LUMO energy (Ha) = 0.0048
- structure (SMILES) = [H]/N=c1/oc(=O)on1S

Positions of all 10 atoms, in Å:
C  1.771  -0.526  -0.140
C  0.058  0.887  -0.023
H  -2.361  -1.405  0.789
H  -1.545  1.846  -0.053
N  -0.429  -0.400  0.321
N  -0.546  2.001  -0.156
O  0.670  -1.296  0.090
O  2.878  -0.935  -0.285
O  1.395  0.789  -0.188
S  -1.891  -0.962  -0.355